Computed, not measured: C4H7NO in the gas phase, with wB97M-V/def2-TZVPD.

CARTESIAN COORDINATES (ANGSTROEM)
C: 1.630 0.450 0.091
C: 0.277 0.048 -0.452
C: -0.488 -1.034 0.323
N: -1.895 -0.615 0.239
C: -1.846 0.597 -0.126
O: -0.649 1.163 -0.409
H: 1.990 1.359 -0.400
H: 1.585 0.628 1.170
H: 2.355 -0.349 -0.100
H: 0.363 -0.231 -1.510
H: -0.341 -2.039 -0.081
H: -0.197 -1.048 1.383
H: -2.702 1.258 -0.232

Computed properties:
Highest occupied orbital energy in eV: -9.606
2S+1: 1
E in eV: -7798.6607
Structure (SMILES): C[C@H]1CN=CO1

Atom charges from the Löwdin analysis, given in e for atoms 1 to 6: atom 1 (C): -0.0422, atom 2 (C): -0.3539, atom 3 (C): -0.1677, atom 4 (N): 0.0654, atom 5 (C): -0.2386, atom 6 (O): -0.0270



Computed, not measured: C5H9NO in the gas phase in a non-equilibrium geometry, with wB97M-V/def2-TZVPD.

CARTESIAN COORDINATES (ANGSTROEM)
C: -0.870 -1.163 0.212
C: -0.574 -0.134 -0.964
C: -0.838 1.317 -0.499
C: 0.504 1.250 0.283
C: 0.828 -0.044 -0.456
N: 1.665 -0.996 -0.415
O: 2.302 -0.963 0.859
H: -1.788 -0.882 0.703
H: -0.133 -1.251 1.093
H: -0.859 -2.160 -0.235
H: -0.846 -0.447 -1.987
H: -0.813 2.057 -1.309
H: -1.745 1.488 0.092
H: 0.419 1.220 1.371
H: 1.234 2.008 0.001
H: 1.557 -1.282 1.426

Computed properties:
Highest occupied orbital energy in eV: -9.201
2S+1: 1
E in eV: -8864.3492
Structure (SMILES): C[C@H]1CC/C1=N\O

Atom charges from the Löwdin analysis, given in e for atoms 1 to 6: atom 1 (C): -0.0389, atom 2 (C): -0.2224, atom 3 (C): -0.1273, atom 4 (C): -0.0894, atom 5 (C): -0.3616, atom 6 (N): 0.0112



Computed, not measured: a 2-piece molecular cluster, C3H11N2S2 overall, with wB97M-V/def2-TZVPD.

CARTESIAN COORDINATES (ANGSTROEM)
N: 2.280 -2.396 1.310
C: 1.617 -1.350 0.876
N: 0.905 -0.551 1.611
H: 2.302 -2.668 2.282
H: 2.826 -2.939 0.660
H: 1.687 -1.129 -0.184
H: 0.350 0.214 1.192
H: 0.832 -0.694 2.611
C: -0.260 0.953 -2.174
C: -1.481 0.974 -1.283
S: -1.042 1.764 0.311
S: -2.609 1.197 1.533
H: 0.562 0.405 -1.709
H: 0.086 1.967 -2.365
H: -0.488 0.486 -3.128
H: -1.865 -0.010 -1.034
H: -2.281 1.557 -1.734
H: -3.420 2.220 1.223

Computed properties:
Highest occupied orbital energy in eV: -12.660
Total charge: +1
2S+1: 1
E in eV: -27934.3938

Atom charges from the Löwdin analysis, given in e for atoms 1 to 6: atom 1 (N): 0.1912, atom 2 (C): -0.1785, atom 3 (N): 0.1883, atom 4 (H): 0.1428, atom 5 (H): 0.1386, atom 6 (H): 0.1534



In the order shown, the computed energy relative to the best compared isomer or geometry (same formula, charge and spin) values come out to 22.7; 112.2; 0.0 kcal per mole.